(1)
The following is a DFT calculation (ωB97M-V with the def2-TZVPD basis set) of C43H50BFN12P3Rb as an isolated structure.

Last column: Mulliken charge in e.
Atoms and positions in Å:
Rb: -0.57 0.01 0.49  0.06
C: 0.29 5.69 -3.54  -0.90
N: -0.34 4.45 -3.12  0.33
C: -1.55 3.98 -3.55  -0.55
C: -1.74 2.79 -2.90  -0.96
N: -0.68 2.52 -2.09  0.93
C: 0.16 3.52 -2.23  -0.51
P: 1.68 3.85 -1.27  -0.53
C: 0.92 3.88 0.39  -0.16
N: -0.20 3.28 0.72  0.14
C: -0.51 3.70 1.98  -0.52
C: 0.46 4.55 2.43  -0.92
N: 1.37 4.67 1.41  0.48
C: 2.63 5.38 1.47  -0.92
C: 2.48 2.23 -1.28  -0.34
N: 1.88 1.08 -1.07  0.71
C: 2.86 0.13 -1.08  -0.69
C: 4.07 0.72 -1.31  -0.63
N: 3.83 2.06 -1.43  0.40
C: 4.83 3.10 -1.58  -0.84
H: -0.29 6.11 -4.36  0.33
H: 0.33 6.41 -2.73  0.30
H: 1.31 5.51 -3.89  0.33
H: -2.14 4.53 -4.26  0.45
H: -2.59 2.13 -2.95  0.41
H: -1.37 3.30 2.50  0.62
H: 0.61 5.04 3.38  0.39
H: 2.82 5.69 2.50  0.35
H: 3.45 4.73 1.16  0.25
H: 2.62 6.27 0.83  0.32
H: 2.64 -0.90 -0.86  0.28
H: 5.07 0.32 -1.34  0.39
H: 5.80 2.62 -1.72  0.33
H: 4.63 3.72 -2.45  0.30
H: 4.88 3.73 -0.70  0.23
C: -2.55 -3.23 1.09  -0.15
C: -2.98 -2.62 -0.10  -0.59
N: -3.59 -1.46 0.13  -0.82
N: -3.56 -1.30 1.48  1.00
C: -2.94 -2.35 2.07  -0.78
B: -4.22 -0.11 2.22  0.43
N: -3.29 0.31 3.39  -0.39
C: -3.47 0.13 4.72  -0.30
C: -2.36 0.64 5.37  -1.11
C: -1.54 1.10 4.32  -0.30
N: -2.11 0.91 3.14  0.59
N: -4.42 1.09 1.27  -0.46
C: -5.46 1.95 1.30  -0.29
C: -5.14 3.02 0.49  -1.30
C: -3.85 2.71 0.01  -0.28
N: -3.43 1.54 0.48  0.76
H: -2.00 -4.15 1.23  0.40
H: -2.86 -2.96 -1.12  0.40
H: -2.77 -2.38 3.13  0.42
H: -5.30 -0.42 2.70  -0.24
H: -4.36 -0.34 5.10  0.41
H: -2.16 0.64 6.43  0.41
H: -0.55 1.53 4.37  0.31
H: -6.33 1.74 1.88  0.41
H: -5.73 3.90 0.29  0.39
H: -3.20 3.28 -0.65  0.34
C: -3.03 -1.15 -3.59  -1.63
P: -1.26 -1.31 -3.08  1.56
C: -0.49 -0.17 -4.32  -1.21
C: -0.76 -2.89 -3.92  -0.04
C: -1.24 -3.21 -5.19  -0.56
C: -0.81 -4.33 -5.87  -0.81
C: 0.13 -5.17 -5.29  -0.77
C: 0.60 -4.87 -4.02  -0.51
C: 0.16 -3.75 -3.31  -0.14
P: 0.70 -3.46 -1.54  1.60
C: 2.49 -3.88 -1.63  -1.52
C: 0.07 -5.04 -0.85  -1.13
H: -3.16 -1.02 -4.66  0.47
H: -3.44 -0.29 -3.06  0.29
H: -3.59 -2.03 -3.25  0.44
H: -0.75 -0.46 -5.34  0.46
H: 0.60 -0.21 -4.20  0.26
H: -0.81 0.85 -4.12  0.28
H: -1.96 -2.56 -5.67  0.22
H: -1.20 -4.56 -6.86  0.38
H: 0.49 -6.04 -5.82  0.37
H: 1.33 -5.54 -3.56  0.21
H: 2.70 -4.89 -2.00  0.46
H: 2.89 -3.80 -0.61  0.34
H: 3.01 -3.15 -2.25  0.36
H: 0.42 -5.90 -1.41  0.53
H: -1.02 -5.02 -0.87  0.19
H: 0.38 -5.12 0.20  0.14
F: 1.11 -5.88 4.83  -0.40
C: 0.81 -4.69 4.19  0.24
C: 1.02 -4.58 2.83  -0.43
C: 0.70 -3.36 2.22  0.33
C: 0.18 -2.22 2.88  0.55
C: 0.02 -2.43 4.26  -0.89
C: 0.32 -3.63 4.93  -0.52
H: 1.42 -5.43 2.29  0.35
H: 0.90 -3.29 1.15  -0.41
H: -0.37 -1.62 4.88  0.13
H: 0.18 -3.76 6.00  0.38
C: 4.69 0.82 3.76  -0.55
C: 4.66 -0.41 3.10  -0.48
C: 3.60 -0.73 2.25  -0.66
C: 2.51 0.13 1.97  0.79
C: 2.61 1.36 2.66  -0.23
C: 3.65 1.71 3.53  -0.46
H: 5.50 1.07 4.44  0.30
H: 5.46 -1.13 3.27  0.32
H: 3.63 -1.72 1.78  -0.02
H: 1.82 2.12 2.52  -0.06
H: 3.64 2.68 4.04  0.32

## Properties
Energy relative to the best compared isomer or geometry (same formula, charge and spin): 1.039 eV
Total charge: -2
Molar mass: 943.157 g mol⁻¹
Kohn-Sham gap: 3.2 eV
HOMO energy: 0.0056 Ha
Calculated total energy: -3498.4565 a.u.

***

(2)
The following is a DFT calculation (ωB97M-V with the def2-TZVPD basis set) of a 4-piece molecular cluster, C43H51BrF4N3O15P2S2 overall in a non-equilibrium geometry.

Last column: Mulliken charge in e.
Atoms and positions in Å:
C: 0.24 0.50 -5.12  -0.48
C: 0.99 0.64 -4.20  -0.15
C: 2.06 0.75 -3.22  -1.05
C: 1.59 0.95 -1.76  0.19
C: 1.27 -0.40 -1.11  -2.28
C: 0.94 -0.33 0.43  2.09
C: 2.29 -0.77 1.07  -2.13
S: 2.82 -2.46 0.72  -0.32
C: 4.16 -2.71 1.89  -0.36
C: 4.51 -4.20 1.87  -1.08
N: 0.85 1.10 0.80  0.48
C: -0.18 1.73 1.62  -0.04
C: 0.15 3.24 1.40  -1.49
P: 0.06 1.64 3.49  0.47
O: -0.73 0.37 4.06  -0.49
O: 1.62 1.31 3.55  -0.58
S: -0.35 3.20 4.58  -0.31
C: -1.59 1.33 1.14  -0.02
Br: -1.96 2.49 -0.45  0.11
C: -2.64 1.89 2.12  -1.73
C: -4.10 2.00 1.65  -0.88
O: -4.88 1.27 2.59  -0.67
C: -4.64 3.45 1.63  0.59
F: -5.21 3.78 2.77  -0.27
F: -3.70 4.36 1.37  -0.23
F: -5.56 3.54 0.67  -0.28
N: -1.73 -0.21 0.80  1.92
C: -2.65 -0.78 1.84  -2.77
C: -2.40 -0.48 -0.53  0.48
C: -1.81 -0.10 -1.71  0.51
C: -2.43 -0.40 -2.90  -1.53
C: -3.63 -1.08 -2.85  -0.57
N: -4.23 -1.44 -1.73  -0.62
C: -3.61 -1.15 -0.59  -0.92
C: -0.34 -1.10 0.88  -0.45
F: -0.59 -2.05 -0.08  -0.44
P: -0.36 -2.37 2.43  -0.21
C: 1.03 -2.14 3.59  -1.18
C: 0.02 -4.03 1.74  0.09
C: -0.64 -5.03 2.73  -1.32
H: -0.55 0.20 -5.77  0.53
H: 2.60 1.65 -3.48  0.36
H: 2.73 -0.11 -3.31  0.47
H: 0.73 1.61 -1.80  0.21
H: 2.43 1.41 -1.26  0.58
H: 2.20 -0.95 -1.22  1.04
H: 0.56 -0.96 -1.70  0.16
H: 3.00 -0.13 0.55  1.05
H: 2.38 -0.48 2.10  0.46
H: 3.88 -2.42 2.90  0.45
H: 5.04 -2.15 1.57  0.42
H: 5.57 -4.35 1.71  0.31
H: 4.17 -4.71 2.77  0.34
H: 4.01 -4.70 1.04  0.29
H: 1.75 1.44 1.11  0.63
H: 0.45 3.38 0.37  0.48
H: -0.61 3.92 1.75  0.32
H: 1.03 3.45 2.00  0.61
H: -1.00 0.58 4.97  0.40
H: 1.95 1.60 4.42  0.43
H: -2.67 1.41 3.09  0.26
H: -2.31 2.90 2.34  1.09
H: -4.29 1.51 0.70  0.56
H: -5.72 1.03 2.15  0.56
H: -2.30 -0.58 2.83  0.08
H: -2.79 -1.84 1.67  1.10
H: -3.62 -0.34 1.74  0.97
H: -0.89 0.44 -1.73  0.72
H: -1.99 -0.11 -3.83  0.29
H: -4.12 -1.34 -3.78  0.45
H: -4.15 -1.47 0.28  0.71
H: 0.64 -2.48 4.54  0.57
H: 1.36 -1.13 3.73  0.35
H: 1.87 -2.79 3.35  0.20
H: -0.43 -4.19 0.77  0.45
H: 1.08 -4.22 1.76  0.06
H: -1.64 -4.71 3.01  0.38
H: -0.05 -5.14 3.63  0.38
H: -0.74 -5.99 2.23  0.41
C: 8.61 -1.62 -0.63  -1.12
C: 9.76 -0.95 -0.81  0.41
C: 10.86 -0.93 0.23  0.99
O: 11.86 -0.30 -0.04  -0.60
C: 10.65 -1.65 1.47  -0.95
C: 9.50 -2.32 1.65  0.35
C: 8.42 -2.36 0.60  0.99
O: 7.42 -3.01 0.86  -0.53
O: 9.23 -3.01 2.75  -0.58
O: 10.03 -0.25 -1.90  -0.57
H: 7.83 -1.65 -1.36  0.47
H: 11.43 -1.62 2.21  0.44
H: 8.35 -3.40 2.61  0.34
H: 10.92 0.13 -1.77  0.37
C: 0.86 6.77 -5.78  -0.99
C: -0.19 6.22 -6.41  0.29
C: -0.74 4.87 -6.01  0.90
O: -1.70 4.45 -6.62  -0.63
C: -0.09 4.15 -4.93  -0.65
C: 0.96 4.70 -4.31  -0.10
C: 1.50 6.06 -4.69  0.96
O: 2.44 6.48 -4.05  -0.64
O: 1.63 4.13 -3.31  -0.38
O: -0.83 6.80 -7.41  -0.55
H: 1.26 7.74 -6.06  0.45
H: -0.47 3.18 -4.66  0.60
H: 2.33 4.77 -3.07  0.35
H: -1.54 6.19 -7.68  0.37
C: -7.74 -0.98 -0.55  -0.93
C: -8.33 -2.08 -1.05  0.31
C: -8.78 -3.22 -0.17  0.95
O: -9.31 -4.17 -0.72  -0.60
C: -8.55 -3.13 1.26  -0.90
C: -7.97 -2.03 1.76  0.23
C: -7.54 -0.89 0.87  1.01
O: -7.01 0.07 1.42  -0.76
O: -7.72 -1.86 3.05  -0.59
O: -8.56 -2.26 -2.33  -0.58
H: -7.41 -0.16 -1.17  0.49
H: -8.87 -3.95 1.88  0.45
H: -7.31 -0.98 3.15  0.35
H: -8.99 -3.13 -2.43  0.38

## Properties
Total charge: +1
Molar mass: 1131.865 g mol⁻¹
Kohn-Sham gap: 7.5 eV
HOMO energy: -0.4073 Ha
Calculated total energy: -7414.2317 a.u.

***

(3)
The following is a DFT calculation (ωB97M-V with the def2-TZVPD basis set) of C43H51NiO4P2S as an isolated structure in a non-equilibrium geometry.

Last column: Mulliken charge in e.
Atoms and positions in Å:
Ni: -0.12 0.10 0.22  1.15
C: -0.96 3.68 0.24  -0.38
C: -0.09 3.47 -1.00  -1.34
P: 1.02 1.96 -0.79  1.05
C: 2.04 2.20 -2.30  0.65
C: 1.47 2.56 -3.52  -0.80
C: 2.24 2.70 -4.66  -0.77
C: 3.61 2.46 -4.62  -0.61
C: 4.19 2.07 -3.42  -0.88
C: 3.42 1.94 -2.28  -0.55
C: 2.09 2.81 0.45  0.48
C: 1.85 2.48 1.78  0.92
C: 2.49 3.15 2.81  -0.32
C: 3.41 4.14 2.51  -0.82
C: 3.66 4.47 1.19  -0.90
C: 3.00 3.82 0.16  -0.75
C: -2.34 3.05 0.11  -1.40
P: -2.21 1.19 -0.09  1.94
C: -2.77 1.06 -1.84  0.68
C: -1.78 1.03 -2.82  -0.28
C: -2.09 0.86 -4.16  -1.33
C: -3.42 0.71 -4.55  -0.67
C: -4.41 0.71 -3.58  -0.80
C: -4.09 0.89 -2.24  -0.57
C: -3.69 0.66 0.84  0.03
C: -4.90 1.35 0.89  -0.61
C: -5.96 0.87 1.64  -0.80
C: -5.82 -0.30 2.38  -0.75
C: -4.61 -0.98 2.36  -1.26
C: -3.56 -0.51 1.59  0.46
H: -1.07 4.74 0.45  0.50
H: -0.47 3.22 1.11  -0.13
H: 0.55 4.34 -1.17  0.81
H: -0.73 3.35 -1.87  0.78
H: 0.41 2.75 -3.59  0.17
H: 1.78 3.01 -5.59  0.42
H: 4.22 2.59 -5.50  0.37
H: 5.25 1.88 -3.37  0.39
H: 3.87 1.66 -1.34  0.73
H: 1.15 1.66 1.96  -1.06
H: 2.26 2.92 3.84  0.47
H: 3.92 4.68 3.31  0.36
H: 4.37 5.26 0.95  0.42
H: 3.18 4.11 -0.86  0.48
H: -2.88 3.49 -0.74  0.49
H: -2.91 3.25 1.02  0.67
H: -0.74 1.06 -2.51  0.50
H: -1.30 0.83 -4.90  0.51
H: -3.67 0.57 -5.59  0.37
H: -5.45 0.56 -3.88  0.42
H: -4.89 0.85 -1.51  0.38
H: -5.02 2.28 0.34  0.41
H: -6.90 1.41 1.66  0.40
H: -6.65 -0.67 2.96  0.38
H: -4.50 -1.88 2.95  0.43
H: -2.60 -1.01 1.58  0.33
C: 3.33 -6.21 -0.77  -0.72
O: 1.95 -6.49 -0.78  -0.50
C: 1.09 -5.42 -0.77  1.06
C: -0.27 -5.76 -0.81  -1.26
C: -1.20 -4.76 -0.88  -0.61
C: -0.85 -3.40 -0.86  0.43
C: -1.87 -2.38 -0.97  0.24
C: -3.32 -2.81 -1.11  -1.78
O: -1.63 -1.18 -0.95  -0.05
C: 0.53 -3.03 -0.72  -0.71
O: 0.94 -1.83 -0.61  -0.61
C: 1.48 -4.11 -0.72  -0.44
H: 3.83 -7.18 -0.81  0.26
H: 3.63 -5.68 0.14  0.27
H: 3.63 -5.62 -1.65  0.30
H: -0.54 -6.81 -0.82  0.39
H: -2.24 -5.05 -0.96  0.40
H: -3.45 -3.46 -1.98  0.55
H: -3.93 -1.92 -1.25  0.11
H: -3.66 -3.33 -0.22  0.36
H: 2.52 -3.83 -0.69  0.24
C: 5.11 -1.22 -0.34  -1.27
S: 3.24 -1.35 -0.40  0.43
C: 3.21 -2.20 1.22  -1.04
O: 2.85 0.04 -0.10  -0.31
H: 5.45 -0.68 0.54  0.32
H: 5.41 -0.68 -1.24  0.31
H: 5.54 -2.22 -0.37  0.39
H: 3.80 -3.11 1.17  0.45
H: 2.17 -2.43 1.45  0.12
H: 3.61 -1.51 1.96  0.55
C: -0.96 -1.51 4.22  -1.77
C: -0.22 -0.36 3.52  3.04
C: 1.20 -0.27 4.14  -1.58
C: -0.96 0.96 3.80  -0.94
C: -0.12 -0.64 2.04  -1.39
H: -1.10 -1.31 5.29  0.46
H: -0.38 -2.44 4.13  0.41
H: -1.94 -1.67 3.76  0.16
H: 1.15 0.06 5.18  0.44
H: 1.82 0.42 3.58  0.00
H: 1.68 -1.25 4.12  0.35
H: -1.19 1.06 4.86  0.55
H: -1.88 0.99 3.22  -0.09
H: -0.35 1.81 3.50  0.05
H: 0.05 -1.73 1.92  0.67

## Properties
Energy relative to the best compared isomer or geometry (same formula, charge and spin): 1.075 eV
Total charge: -1
Molar mass: 784.585 g mol⁻¹
Kohn-Sham gap (alpha / beta): 5.0 / 5.8 eV
HOMO energy (alpha / beta): -0.0916 / -0.1192 Ha
Calculated total energy: -4559.2073 a.u.

***

(4)
The following is a DFT calculation (ωB97M-V with the def2-TZVPD basis set) of C43H53Br2N5O2S3Ti as an isolated structure in a non-equilibrium geometry.

Last column: Mulliken charge in e.
Atoms and positions in Å:
Ti: 10.89 12.21 11.56  -0.09
C: 12.63 10.68 13.70  -1.58
N: 12.84 11.84 12.80  1.89
C: 13.91 11.62 11.76  -1.53
C: 13.50 11.22 10.32  0.49
N: 12.50 12.10 9.78  1.43
C: 13.18 13.37 9.33  -1.46
C: 11.65 11.54 8.70  -0.05
C: 12.20 10.61 7.83  -0.43
C: 11.50 10.13 6.76  -0.77
C: 10.24 10.76 6.51  -0.76
C: 9.70 11.67 7.38  -0.96
C: 10.45 12.06 8.54  0.72
S: 9.77 13.29 9.60  -0.56
C: 13.29 12.94 13.63  -0.57
C: 14.15 12.80 14.74  -0.19
C: 14.61 13.88 15.43  -0.63
C: 14.24 15.20 15.02  -1.04
C: 13.34 15.33 13.96  -0.90
C: 12.85 14.22 13.27  0.82
S: 11.76 14.52 11.85  -0.52
H: 13.49 10.02 13.73  0.58
H: 11.73 10.12 13.42  -0.46
H: 12.44 11.11 14.71  0.61
H: 14.50 10.77 12.24  0.33
H: 14.53 12.51 11.59  0.53
H: 13.12 10.19 10.30  -1.15
H: 14.50 11.21 9.85  0.59
H: 13.92 13.07 8.53  0.27
H: 13.68 13.83 10.19  0.37
H: 12.40 14.03 8.91  0.31
H: 13.13 10.15 8.14  0.64
H: 11.83 9.29 6.15  0.40
H: 9.70 10.40 5.62  0.29
H: 8.75 12.08 7.28  0.60
H: 14.52 11.86 15.10  0.51
H: 15.36 13.82 16.19  0.41
H: 14.76 15.99 15.50  0.43
H: 12.89 16.24 13.66  0.51
C: 10.19 7.89 15.88  -1.18
C: 9.58 9.24 16.18  0.41
C: 8.78 9.41 17.32  -0.73
C: 8.17 10.66 17.61  -1.32
C: 8.48 11.75 16.76  1.27
C: 7.79 12.95 16.86  -0.29
Br: 6.46 13.27 18.27  -0.28
C: 7.81 13.77 15.79  -0.66
C: 8.64 13.53 14.71  0.45
Br: 8.60 14.98 13.44  -0.18
C: 9.52 12.47 14.58  -0.29
O: 10.30 12.25 13.60  0.88
C: 9.35 11.50 15.63  -0.49
N: 9.85 10.27 15.38  0.78
H: 9.65 7.20 16.50  0.56
H: 11.23 7.83 16.19  0.14
H: 10.07 7.64 14.81  0.00
H: 8.57 8.59 17.98  0.48
H: 7.54 10.81 18.48  0.27
H: 7.14 14.65 15.75  0.35
C: 16.83 12.55 20.20  -1.38
C: 15.81 11.93 19.21  0.37
N: 16.23 10.57 18.84  -0.20
C: 15.67 9.91 17.80  -0.01
S: 16.75 9.12 16.77  -0.41
N: 14.31 9.89 17.65  0.25
C: 13.43 9.89 18.86  -0.01
C: 11.97 9.60 18.60  -1.66
H: 16.74 13.66 20.30  0.36
H: 17.83 12.48 19.71  0.36
H: 16.90 12.04 21.14  0.36
H: 15.64 12.53 18.29  -0.03
H: 14.85 11.88 19.75  0.10
H: 17.24 10.43 18.78  0.28
H: 13.94 9.35 16.90  0.07
H: 13.49 10.87 19.29  0.11
H: 13.81 9.12 19.54  0.26
H: 11.47 10.35 18.02  0.36
H: 11.45 9.66 19.57  0.35
H: 11.85 8.66 18.18  0.53
C: 12.59 7.67 9.86  -1.67
C: 11.92 8.11 11.17  2.44
C: 12.59 7.29 12.29  -1.87
C: 10.37 8.05 11.23  -0.24
C: 9.77 6.78 11.26  -0.23
C: 8.40 6.68 11.22  -1.33
C: 7.62 7.77 11.22  -0.95
C: 8.10 9.06 11.28  0.61
C: 7.18 10.25 11.42  0.22
C: 7.10 11.11 10.15  -1.44
C: 7.40 11.20 12.63  -1.17
C: 9.53 9.28 11.21  -0.25
O: 10.05 10.45 11.20  1.77
H: 13.62 7.75 9.82  0.47
H: 12.27 8.30 8.99  0.30
H: 12.22 6.67 9.57  0.38
H: 12.28 9.11 11.36  -1.50
H: 12.72 6.21 12.00  0.47
H: 12.11 7.41 13.26  0.17
H: 13.63 7.62 12.50  0.43
H: 10.43 5.91 11.42  0.28
H: 8.01 5.67 11.22  0.37
H: 6.58 7.62 11.14  0.49
H: 6.17 9.87 11.44  0.74
H: 6.90 10.59 9.17  0.29
H: 6.48 12.00 10.30  0.43
H: 8.06 11.51 9.95  -0.10
H: 8.45 11.45 12.77  -0.49
H: 7.08 10.76 13.52  0.52
H: 6.99 12.18 12.45  0.60

## Properties
Energy relative to the best compared isomer or geometry (same formula, charge and spin): 3.004 eV
Total charge: -1
Molar mass: 975.806 g mol⁻¹
Kohn-Sham gap (alpha / beta): 6.8 / 6.9 eV
Expectation value of S²: 0.75
HOMO energy (alpha / beta): -0.1726 / -0.1758 Ha
Multiplicity: 2
Calculated total energy: -9286.8182 a.u.